# C16H37BNO2

A cluster of 3 separate species, C16H37BNO2 in total at a distorted geometry (the ωB97M-V functional and the def2-TZVPD basis, OMol25).

Each line ends with the Löwdin charge.
Atoms and positions in Å:
B 0.93648 0.81906 1.63273  -0.7735
H 3.65191 1.72472 2.16275  0.0928
H -7.27384 -2.69505 3.81533  0.0733
H -2.30890 1.04315 0.89949  0.0876
H 3.66940 -1.14411 -2.79187  0.0680
H -5.04776 -0.70962 3.05271  0.1036
H -1.48331 -0.93189 2.92895  0.0985
C -5.50575 0.62412 1.43277  -0.2705
C 5.11400 1.39319 -4.35036  -0.2762
C 5.69723 -0.71173 -2.11877  -0.2670
H -1.14415 1.53025 2.33041  0.1065
C -5.90977 -1.92417 1.48967  -0.2272
O 0.34131 -0.26762 2.47427  -0.1402
H 1.08324 1.83105 2.27728  0.0903
H -7.90787 -2.69671 1.40428  0.1002
H 4.48230 -0.90446 1.26232  0.0118
H -7.84371 -0.94726 1.35972  0.0958
H 4.55191 -2.54331 -2.18489  0.0666
H -8.74131 -1.75532 3.52284  0.0646
C -1.34166 0.89631 1.42244  -0.1674
H -1.04384 -1.45141 1.26219  0.0997
H -4.02342 -0.91477 1.65370  0.1018
C 2.32596 0.13037 1.05526  -0.0964
C -7.39777 -1.82726 1.83153  -0.2761
C -7.66637 -1.79746 3.33181  -0.1181
C -5.06028 -0.74002 1.95937  -0.2205
H 3.63052 1.15895 -2.81409  0.1027
H -4.40832 0.56416 -0.43467  0.0703
C 3.63360 0.71135 1.71853  -0.2441
H 6.38145 -1.11190 -1.36419  0.1029
H -7.21392 -0.92491 3.80622  0.0650
C -0.96922 -0.60087 1.98281  -0.1920
H -5.73172 1.73487 -0.40759  0.0680
C 4.38020 -1.47481 -2.03181  -0.1057
H 7.26604 1.48903 -4.02412  0.0629
H 6.16761 -0.89731 -3.09002  0.0917
H 3.91933 -1.34515 -1.05098  0.0507
H 2.39578 0.15431 -0.06081  0.0817
H 4.62690 2.58060 -2.62475  0.1100
C -5.42865 0.73609 -0.08472  -0.1128
H 4.38585 1.90660 -4.98632  0.1009
H -6.08649 0.01727 -0.57847  0.0623
H 5.11514 0.94551 -0.87959  0.0907
H -5.50210 -2.83935 1.93156  0.1091
H 6.50518 3.05519 -4.34563  0.0721
C 4.65968 1.51940 -2.89542  -0.2239
H -6.52330 0.85043 1.76795  0.0947
O -0.13657 1.08065 0.64813  -0.1138
H -5.80602 -2.04327 0.40693  0.0999
H 6.53275 1.24809 -1.85310  0.0997
H -4.86218 1.39108 1.87321  0.1034
C 5.53852 0.78985 -1.87591  -0.2225
H 2.32001 -0.94845 1.35750  0.0947
N 4.70097 -0.01620 1.72170  0.0155
H 5.10587 0.34479 -4.66342  0.0957
H 6.75784 1.90041 -5.66047  0.0634
C 6.49119 1.99352 -4.60442  -0.1214

Cartesian forces (eV/Å) of the 6 atoms listed first:
B -0.11 -1.28 -0.41
H -0.02 -0.57 -0.22
H 0.04 0.05 0.01
H 0.74 0.07 0.03
H -0.02 0.00 0.05
H 0.02 -0.02 -0.01

Its largest force on an atom is 3.14 eV/Å. The charge is -1. For the LUMO energy, the calculation gives 2.775 eV. Its frontier orbital gap is 6.86 eV. For the molecular weight, the calculation gives 286.3 g mol⁻¹. For the energy, the calculation gives -861.96199 hartree. As for the multiplicity: 1.

# C16H38AsIrN6O5Si2

A structure of composition C16H38AsIrN6O5Si2 (the ωB97M-V functional and the def2-TZVPD basis, OMol25).

Each line ends with the Löwdin charge.
Atoms and positions in Å:
C -0.73167 3.04609 -3.79472  -0.2189
C -2.91172 3.86896 -1.76938  -0.2090
H 0.19120 2.48283 -3.94612  0.0295
H -3.31844 3.70007 -0.77109  0.0340
C 3.39988 0.92019 1.73507  -0.4382
C -1.46097 0.21383 2.38116  -0.1237
H 2.19583 1.23731 3.34833  0.1285
H 1.24661 -1.95398 4.78187  0.1166
H 0.71936 2.51336 -0.78086  0.0084
C 0.22555 -2.26809 4.56321  -0.1466
H -5.06796 0.47023 -4.52368  0.0403
H -3.52081 -2.26266 -2.98346  0.0320
H 3.70473 -0.65218 -2.04184  0.1185
N 3.16276 2.10923 1.15861  0.2092
H -5.20524 -2.00616 -2.51350  0.0383
H -2.42474 0.03125 2.87373  0.1430
H 0.36391 4.23840 -1.01055  0.0359
C 4.58698 -0.04452 -0.21280  -0.1372
C -1.58216 -0.16857 0.92521  -0.5958
N -0.43195 -0.63958 2.93124  -0.1546
Si -1.38865 2.83340 -2.05786  0.3078
H -0.51439 3.31011 0.21380  0.0264
O -1.96531 0.74138 0.09957  -0.3161
H 4.78712 -2.69168 -0.64353  0.1259
H -1.26351 1.28500 2.46267  0.1289
As -1.64881 0.48886 -1.78978  1.0583
Si -3.93188 0.10381 -2.36886  0.3113
H -0.19752 -2.71648 5.46071  0.1245
C -0.61540 -1.04742 4.20284  -0.5562
H -3.94999 -2.11733 -1.27618  0.0281
H 3.48467 -2.91350 -1.79430  0.1230
C 2.88802 -3.06892 0.25225  -0.2498
H 3.85260 2.52879 0.56095  0.1189
H -2.64577 4.92671 -1.84559  0.0407
H 3.11132 -4.13496 0.30554  0.1607
H -4.83702 0.69443 -0.14397  0.0324
H 0.99352 -3.77995 -0.23110  0.1102
C -0.07575 3.26447 -0.78457  -0.2296
H -6.09640 0.69358 -1.37835  0.0424
O -1.38155 -0.53555 5.00656  0.0445
Ir 0.47383 -1.81318 1.54636  1.2109
H -3.33750 0.28155 -4.77962  0.0347
H 4.61640 0.94608 -0.66431  0.1103
H 5.59467 -0.45230 -0.28644  0.1353
N 4.27946 0.07491 1.21107  0.0963
H 1.31414 -2.32230 -0.85504  0.0874
C -5.06137 0.97855 -1.17338  -0.1966
H -1.45389 2.71548 -4.54408  0.0236
H 2.57550 -0.59387 -0.71130  0.1007
C -4.08540 0.73131 -4.12290  -0.2162
H -0.51906 4.10012 -3.98826  0.0389
H 2.62388 -0.42733 3.01291  0.0644
N 0.27903 -3.20652 3.42296  -0.0512
C 3.29912 -2.47438 1.60021  -0.5911
H 2.42272 2.69674 1.49988  0.1175
H 1.05843 -3.84483 3.53130  0.0922
N 1.43171 -2.89012 -0.01969  -0.0623
O -1.31836 -1.33539 0.56055  -0.1526
C 3.58853 -0.91187 -0.98801  -0.1530
O 2.39989 -1.86332 2.29348  -0.2209
C 3.74655 -2.43701 -0.84656  -0.1291
H 4.49803 -0.75212 1.76966  0.1087
N 2.75490 0.57280 2.84163  0.2167
H -0.56854 -3.76065 3.37835  0.0999
H -3.69672 3.67156 -2.50037  0.0229
C -4.17122 -1.74304 -2.27770  -0.2219
H -4.98761 2.06300 -1.25111  0.0130
H -3.98366 1.81610 -4.17925  0.0166
O 4.48008 -2.52075 1.91842  0.0628

Cartesian forces (eV/Å) of the 6 atoms listed first:
C -0.02 -0.03 -0.01
C 0.00 0.00 0.03
H 0.00 0.01 0.00
H -0.01 0.00 0.00
C -0.23 -0.01 0.33
C 0.04 0.01 -0.05

Its largest force on an atom is 0.98 eV/Å. The charge is +1. For the LUMO energy (spin up / spin down), the calculation gives -2.231 / -2.558 eV. Its frontier orbital gap (spin up / spin down) is 7.86 / 7.71 eV. For the molecular weight, the calculation gives 717.8 g mol⁻¹. For the energy, the calculation gives -4256.25210 hartree. As for the multiplicity: 2. For the relative energy (zero: lowest compared OMol25 entry of this formula, charge and spin), the calculation gives 70.49 kJ/mol.